# 1
C18H36O18 | ωB97M-V/def2-TZVPD

**SMILES**: COC(=O)OC.COC(=O)OC.COC(=O)OC.COC(=O)OC.COC(=O)OC.COC(=O)OC
**Relative energy (zero: lowest compared OMol25 entry of this formula, charge and spin)**: 327.5 kJ/mol
**E_tot**: -56101.5116 eV
**Frontier orbital gap**: 11.0 eV
**HOMO level**: -0.390 Ha

ORCA input file:
```
! RIJCOSX wB97M-V def2-TZVPD def2/J DEFGRID3
* xyz 0 1
C 13.18 -0.77 -10.00
O 12.83 -1.02 -11.32
C 12.99 -0.08 -12.28
O 13.34 1.05 -12.03
O 12.75 -0.64 -13.51
C 13.27 0.09 -14.67
H 12.37 -0.40 -9.37
H 14.06 -0.13 -9.91
H 13.45 -1.76 -9.64
H 12.70 -0.25 -15.53
H 14.35 -0.09 -14.65
H 13.06 1.16 -14.65
C 22.25 -3.28 -21.78
O 22.85 -4.59 -22.00
C 22.96 -5.46 -21.06
O 22.85 -5.19 -19.85
O 23.19 -6.71 -21.67
C 23.24 -7.88 -20.91
H 22.16 -2.78 -22.74
H 22.90 -2.70 -21.11
H 21.31 -3.47 -21.27
H 22.39 -8.18 -20.31
H 24.04 -7.79 -20.16
H 23.55 -8.70 -21.56
C 12.32 -4.23 -17.82
O 10.97 -3.91 -17.58
C 10.13 -4.78 -17.05
O 10.41 -5.89 -16.59
O 8.86 -4.32 -17.17
C 7.81 -5.29 -17.04
H 12.54 -5.23 -17.46
H 12.99 -3.49 -17.39
H 12.49 -4.18 -18.89
H 6.90 -4.77 -17.35
H 7.77 -5.64 -16.01
H 7.98 -6.15 -17.69
C 16.41 -9.73 -22.96
O 17.00 -8.50 -23.21
C 17.43 -8.08 -24.41
O 17.94 -6.97 -24.50
O 17.23 -8.94 -25.43
C 17.52 -8.54 -26.75
H 16.01 -9.99 -21.98
H 17.15 -10.50 -23.20
H 15.55 -9.89 -23.61
H 18.54 -8.25 -26.99
H 16.77 -7.79 -27.00
H 17.40 -9.39 -27.43
C 25.10 -10.82 -13.51
O 24.73 -9.46 -13.63
C 24.03 -9.12 -14.70
O 23.67 -9.84 -15.65
O 23.69 -7.78 -14.53
C 22.65 -7.13 -15.15
H 25.63 -10.88 -12.55
H 25.84 -10.99 -14.30
H 24.26 -11.50 -13.61
H 21.84 -6.71 -14.56
H 22.24 -7.81 -15.90
H 23.14 -6.33 -15.71
C 14.98 -5.84 -14.18
O 15.91 -6.40 -15.13
C 16.65 -5.65 -15.99
O 16.79 -4.47 -15.98
O 17.24 -6.59 -16.81
C 17.94 -6.33 -18.03
H 14.11 -6.50 -14.24
H 14.54 -4.86 -14.40
H 15.40 -5.76 -13.18
H 18.65 -7.06 -18.41
H 18.62 -5.50 -17.84
H 17.19 -6.16 -18.80
*
```



# 2
C18H36O36S9 | ωB97M-V/def2-TZVPD

**SMILES**: O=S1(=O)OCCO1.O=S1(=O)OCCO1.O=S1(=O)OCCO1.O=S1(=O)OCCO1.O=S1(=O)OCCO1.O=S1(=O)OCCO1.O=S1(=O)OCCO1.O=S1(=O)OCCO1.O=S1(=O)OCCO1
**Relative energy (zero: lowest compared OMol25 entry of this formula, charge and spin)**: 602.6 kJ/mol
**E_tot**: -190462.5714 eV
**Frontier orbital gap**: 10.3 eV
**HOMO level**: -0.386 Ha

ORCA input file:
```
! RIJCOSX wB97M-V def2-TZVPD def2/J DEFGRID3
* xyz 0 1
O 11.91 10.88 15.27
S 11.47 9.92 14.20
O 10.61 10.34 13.09
O 12.87 9.21 13.63
C 13.32 8.09 14.42
C 12.25 7.77 15.35
O 11.06 8.43 14.94
H 13.41 7.29 13.69
H 14.33 8.28 14.77
H 12.54 7.98 16.38
H 12.06 6.70 15.46
O 9.48 17.52 15.25
S 8.06 17.44 15.01
O 7.17 17.23 16.16
O 7.63 18.68 14.01
C 8.06 18.29 12.71
C 7.64 16.82 12.60
O 7.70 16.25 13.89
H 7.63 18.92 11.93
H 9.15 18.30 12.68
H 8.33 16.22 12.00
H 6.63 16.72 12.21
O 6.97 17.30 7.95
S 7.28 18.50 8.71
O 6.19 19.21 9.39
O 8.52 18.04 9.69
C 9.70 17.84 8.90
C 9.68 18.93 7.78
O 8.29 19.38 7.73
H 10.50 17.98 9.62
H 9.68 16.82 8.52
H 9.79 18.51 6.77
H 10.27 19.83 7.91
O 11.22 12.93 9.23
S 9.92 12.49 9.76
O 9.78 11.20 10.49
O 8.96 13.84 10.41
C 7.82 14.11 9.64
C 8.07 13.49 8.29
O 8.88 12.37 8.47
H 7.08 13.64 10.28
H 7.55 15.16 9.62
H 8.59 14.07 7.52
H 7.12 13.17 7.87
O 18.32 15.97 13.41
S 17.39 14.88 13.57
O 17.67 13.58 12.93
O 16.75 14.69 15.14
C 15.90 15.80 15.38
C 15.13 16.09 14.04
O 15.91 15.41 13.12
H 15.19 15.56 16.17
H 16.55 16.57 15.81
H 15.31 17.12 13.73
H 14.05 15.93 14.08
O 13.12 16.76 11.46
S 11.99 15.79 11.29
O 11.31 15.59 10.03
O 12.45 14.29 11.90
C 11.85 13.89 13.07
C 10.61 14.86 13.24
O 10.92 16.04 12.51
H 11.51 12.86 13.00
H 12.48 13.91 13.95
H 10.17 14.93 14.23
H 9.89 14.36 12.59
O 15.81 19.13 15.11
S 14.62 19.43 15.93
O 14.81 20.08 17.20
O 13.40 20.10 15.05
C 12.12 19.48 15.20
C 12.53 18.02 15.50
O 13.77 18.00 16.13
H 11.65 19.89 16.09
H 11.54 19.79 14.33
H 12.48 17.40 14.61
H 11.75 17.67 16.17
O 11.55 14.56 16.56
S 12.08 14.75 17.91
O 11.72 13.78 18.94
O 13.74 15.06 17.84
C 14.06 16.20 18.67
C 12.85 16.87 19.28
O 11.79 16.34 18.40
H 14.84 15.85 19.34
H 14.63 16.89 18.04
H 12.97 17.94 19.15
H 12.71 16.60 20.32
O 9.40 12.65 15.27
S 7.99 12.31 15.51
O 7.38 12.92 16.70
O 7.18 12.76 14.13
C 7.21 11.63 13.24
C 7.12 10.32 14.10
O 7.81 10.63 15.29
H 6.39 11.78 12.54
H 8.16 11.70 12.71
H 7.49 9.44 13.59
H 6.11 9.99 14.32
*
```



# 3
C18H36O9 | ωB97M-V/def2-TZVPD

**E_tot**: -37663.7162 eV
**Frontier orbital gap (spin up / spin down)**: 8.6 / 2.6 eV
**HOMO level (spin up / spin down)**: -0.428 / -0.428 Ha

ORCA input file:
```
! RIJCOSX wB97M-V def2-TZVPD def2/J DEFGRID3
* xyz 1 2
C -0.38 -7.04 3.03
O 0.33 -7.39 1.87
C 0.25 -6.73 0.68
O 0.90 -7.11 -0.31
O -0.61 -5.71 0.74
C -0.85 -4.91 -0.44
H 0.03 -7.46 3.94
H -1.29 -7.64 2.90
H -0.45 -6.00 3.34
H -1.41 -5.59 -1.08
H 0.19 -4.67 -0.66
H -1.51 -4.05 -0.31
C 3.86 -2.88 0.03
O 4.18 -2.58 1.43
C 5.45 -2.12 1.60
O 6.20 -1.68 0.75
O 5.75 -2.31 2.89
C 7.14 -2.23 3.33
H 4.51 -3.49 -0.59
H 3.72 -1.96 -0.53
H 3.00 -3.54 -0.12
H 7.76 -3.03 2.91
H 7.30 -2.40 4.39
H 7.62 -1.29 3.05
C -2.39 5.61 0.47
C -1.29 6.64 0.04
C -0.75 7.08 1.41
O -0.74 5.87 2.18
C -1.66 4.83 1.57
H -2.57 5.03 -0.43
H -3.30 6.11 0.79
H -1.58 7.41 -0.67
H -0.49 6.11 -0.48
H -1.28 7.82 2.01
H 0.25 7.50 1.33
H -2.28 4.37 2.32
H -1.00 4.05 1.17
C -2.82 2.84 -2.93
C -4.20 2.35 -2.57
C -4.05 0.91 -3.06
O -3.11 0.98 -4.17
C -2.47 2.20 -4.22
H -2.04 2.49 -2.26
H -2.74 3.93 -2.96
H -5.01 2.97 -2.94
H -4.45 2.24 -1.52
H -4.95 0.40 -3.38
H -3.51 0.28 -2.35
H -2.90 2.68 -5.10
H -1.43 2.02 -4.49
C -0.02 0.87 -0.81
C 0.75 0.43 0.40
C 0.10 -0.90 0.95
O -0.73 -1.32 -0.09
C -0.59 -0.48 -1.28
H 0.71 1.20 -1.55
H -0.66 1.73 -0.64
H 0.87 1.26 1.10
H 1.79 0.18 0.21
H -0.42 -0.74 1.89
H 0.86 -1.68 0.98
H -1.58 -0.49 -1.73
H 0.00 -0.99 -2.03
*
```



# 4
C18H37BBr14OS | ωB97M-V/def2-TZVPD

**SMILES**: CB(S)C[C@@H]1CO1.BrCCBr.BrCCBr.BrCCBr.BrCCBr.BrCCBr.BrCCBr.BrCCBr
**E_tot**: -1013417.8024 eV
**Frontier orbital gap**: 9.0 eV
**HOMO level**: -0.325 Ha

ORCA input file:
```
! RIJCOSX wB97M-V def2-TZVPD def2/J DEFGRID3
* xyz 0 1
C -3.07 -3.73 0.74
B -2.56 -2.39 0.13
S -0.91 -2.29 -0.60
C -3.52 -1.12 0.11
C -4.54 -1.31 -1.00
C -5.53 -0.11 -1.31
O -5.84 -1.56 -0.74
H -3.08 -3.72 1.83
H -4.11 -3.87 0.42
H -2.51 -4.60 0.39
H -1.18 -1.44 -1.60
H -4.10 -1.04 1.03
H -2.98 -0.19 -0.09
H -4.19 -1.81 -1.91
H -6.55 0.22 -1.49
H -5.36 -0.27 -2.40
Br 1.52 -2.85 2.27
C 2.78 -1.37 2.34
C 2.43 -0.30 1.34
Br 2.90 -0.81 -0.48
H 3.76 -1.79 2.17
H 2.71 -0.97 3.35
H 3.00 0.61 1.54
H 1.37 -0.06 1.33
Br 0.73 2.98 0.42
C -0.59 3.42 1.79
C -0.47 2.52 2.99
Br -1.16 0.74 2.65
H -1.56 3.35 1.31
H -0.39 4.45 2.06
H -1.06 2.92 3.81
H 0.56 2.39 3.30
Br 0.09 7.09 -0.30
C 0.16 6.16 -2.01
C 1.57 5.91 -2.46
Br 2.43 7.53 -3.11
H -0.40 6.77 -2.72
H -0.35 5.22 -1.85
H 1.59 5.21 -3.29
H 2.19 5.53 -1.65
Br -5.31 -5.83 -1.13
C -5.27 -7.72 -0.70
C -4.28 -8.02 0.39
Br -2.45 -7.92 -0.26
H -5.04 -8.25 -1.63
H -6.28 -7.98 -0.38
H -4.41 -9.04 0.76
H -4.35 -7.32 1.21
Br 1.90 1.04 5.71
C 3.19 2.47 5.99
C 2.93 3.64 5.08
Br 3.45 3.24 3.25
H 4.17 2.03 5.83
H 3.09 2.76 7.03
H 3.52 4.50 5.38
H 1.88 3.90 5.05
Br 8.34 10.44 -2.87
C 6.78 9.80 -1.89
C 5.83 9.04 -2.78
Br 4.81 10.23 -3.93
H 6.32 10.67 -1.44
H 7.17 9.14 -1.12
H 5.09 8.52 -2.18
H 6.33 8.34 -3.43
Br 0.70 -7.37 -2.70
C 0.06 -9.17 -3.04
C -0.24 -9.40 -4.50
Br -1.90 -8.54 -5.04
H -0.82 -9.31 -2.42
H 0.85 -9.84 -2.71
H -0.39 -10.46 -4.69
H 0.54 -9.02 -5.14
*
```